ORCA calculation (the ωB97M-V functional and the def2-TZVPD basis) on one molecule with the formula C22H20FN5OS at a distorted geometry.

The geometry in XYZ format:
```
50
Properties=species:S:1:pos:R:3:forces:R:3
O -1.27852 0.50900 -1.85907 0.9 -1.3 0.2
F -9.05556 -5.50593 -3.28629 0.4 -0.1 0.1
N 0.40986 -2.32205 -0.43526 -1.1 -0.7 -0.2
N 2.88880 0.64843 1.06289 -0.8 -1.2 0.3
S -3.67096 -1.50834 -2.30939 0.5 -0.7 0.9
C -1.01905 -0.65512 -1.50750 -1.7 2.1 -0.2
C -0.56380 -3.22616 -0.46418 -0.1 2.5 -1.0
C -3.09992 -3.72077 -1.07451 0.5 -0.4 0.3
C -2.08690 -1.66320 -1.56601 0.4 -0.9 0.0
C -1.90919 -2.89935 -0.99070 0.3 -0.4 0.0
C -4.13993 -3.13595 -1.73080 0.9 0.5 0.0
C 1.93509 -0.20522 0.62087 0.3 1.6 -0.4
C 3.19856 1.75151 0.39183 0.8 0.2 0.3
C 2.54773 2.02713 -0.80195 -1.9 -1.2 -0.6
C -7.72182 -3.55094 -2.99278 1.1 -1.2 0.2
C -6.84862 -5.69616 -2.31331 -2.1 -0.9 -0.2
C -6.49980 -3.01258 -2.57664 0.7 -0.3 0.2
C -5.67106 -5.14541 -1.85820 -0.1 0.8 -0.5
C 1.48632 1.17535 -1.22931 0.4 -0.6 -0.5
C -7.89732 -4.94889 -2.90756 1.7 1.5 1.0
C -5.43306 -3.77751 -2.02464 -1.2 0.8 -0.8
C 1.15690 -0.01184 -0.53529 1.6 0.5 1.0
N 0.17978 -1.01810 -0.90396 -0.7 -1.1 0.2
N 4.21607 2.56903 0.91575 -1.2 -0.9 -0.4
N 3.58633 4.48921 3.18597 1.7 0.4 0.1
C 3.17048 4.29288 4.55514 -0.9 -0.6 -0.5
C 4.54874 3.87292 0.35064 0.3 0.6 0.3
C 4.67048 2.39814 2.30416 0.1 0.7 -0.1
C 5.34563 4.58776 1.48354 0.2 -0.4 -0.2
C 4.87194 3.87880 2.76197 -0.3 -0.1 0.1
H -0.36780 -4.26211 -0.19724 0.4 0.4 0.3
H -3.17726 -4.74618 -0.67493 0.2 0.7 -0.2
H 1.74095 -1.03344 1.24641 0.0 -0.9 0.6
H 2.81848 2.88772 -1.36078 0.0 0.5 -0.6
H -8.44262 -2.88715 -3.40635 -0.7 0.2 -0.2
H -7.07730 -6.74958 -2.11083 0.3 0.3 -0.3
H -6.33274 -1.94185 -2.69932 -0.2 -0.2 0.0
H -4.93545 -5.78340 -1.41706 0.3 -0.3 0.2
H 0.93130 1.29135 -2.16326 0.4 0.7 0.3
H 2.86361 4.20831 2.55636 -0.4 -0.2 -0.4
H 2.27527 4.91884 4.69906 0.2 -0.4 0.2
H 3.91709 4.61951 5.25884 0.4 0.1 0.1
H 2.92292 3.22991 4.75110 0.0 0.3 0.3
H 3.63901 4.45382 0.19983 -0.2 0.0 -0.3
H 5.11621 3.84976 -0.61402 -0.4 -0.3 0.7
H 3.91716 1.90509 2.95280 0.5 0.1 -0.6
H 5.60501 1.82542 2.26317 -0.1 0.0 0.5
H 5.18648 5.68497 1.51543 0.0 -0.8 0.0
H 6.41798 4.38028 1.39067 -0.1 0.1 -0.2
H 5.66451 3.95208 3.54472 -0.9 0.1 -0.3
```
Positions in Å, forces in eV/Å.

E_tot	-1697.3791	hartree
LUMO level	-0.45	eV
SMILES	CN[C@@H]1CCN(c2ccc(-n3ncc4cc(-c5ccc(F)cc5)sc4c3=O)cn2)C1
ΔE to the lowest compared entry with this formula, charge and spin	1.231	eV
charge	0
orbital gap	7.311	eV